Run one
Below is 2 unconnected molecules or ions with the total composition C5H6OS, with properties calculated with ωB97M-V with the def2-TZVPD basis set.

Its net charge is 0.

```
13
Properties=species:S:1:pos:R:3:nbo_charge:R:1
S 1.21315 -0.38277 -2.11043 -0.04
H -1.66119 1.09537 -0.48816 0.22
C -0.75051 -0.05326 2.03772 -0.27
C 1.47156 -0.36884 -0.30175 -0.01
O 0.50659 0.81092 0.14973 -0.55
C -1.95172 -0.45001 1.17977 -0.25
H -0.86391 0.05405 3.13541 0.22
H 1.00731 1.22876 2.00149 0.19
H 2.51956 -1.16514 0.57087 0.30
C 0.28380 0.65561 1.57493 0.12
H -3.06592 -0.01120 -0.73332 0.20
H -2.56893 -1.21239 1.62185 0.21
C -2.19147 0.15776 -0.08053 -0.34
```


Run two
Below is C5H6OS in the gas phase, with properties calculated with ωB97M-V with the def2-TZVPD basis set.

Its SMILES is CC1=CSC=CO1. Its net charge is 0.

```
13
Properties=species:S:1:pos:R:3:nbo_charge:R:1
H 3.02313 0.12749 0.95451 0.22
C 1.15058 -0.07735 0.00221 0.32
H 0.62494 -2.15924 0.27070 0.24
S -1.43496 -0.97984 -0.03183 0.27
H -0.64250 2.65287 0.06969 0.20
H 2.92180 -1.32295 -0.08459 0.23
H 3.05216 0.24102 -0.80536 0.22
C -1.63455 0.79177 0.02014 -0.43
C 2.64066 -0.28551 0.00518 -0.64
C 0.27972 -1.10540 0.02124 -0.49
C -0.60767 1.55741 0.06872 0.11
O 0.71148 1.20701 -0.08587 -0.51
H -2.68442 1.19665 0.08630 0.25
```


run two is the most stable structure; the next one sits 5.473 eV above it.


Run one
Below is 11 unconnected molecules or ions with the total composition C25H79O32P7, with properties calculated with ωB97M-V with the def2-TZVPD basis set.

Its SMILES is COP(=O)(OC)OC.COP(=O)(OC)OC.COP(=O)(OC)OC.COP(=O)(OC)OC.COP(=O)(OC)OC.COP(=O)(OC)OC.COP(=O)(OC)OC.CO.CO.CO.CO. Its net charge is 0.

```
143
Properties=species:S:1:pos:R:3:mulliken_charge:R:1
H 5.97521 -3.36045 1.70860 0.20
H 1.25336 -2.37851 -4.46031 0.48
O 1.80246 4.72773 3.32228 -0.48
H 6.54262 -5.64749 -2.61439 0.32
O 1.91696 -0.04468 -0.65560 -0.83
H 5.31263 -4.15898 3.95975 0.19
O -3.70715 1.41453 -5.28801 -0.35
H 2.44548 3.61145 -3.42344 0.42
H -0.92710 4.03018 -1.73000 0.38
O 6.47256 -4.88254 0.28603 -0.38
H -4.05068 3.36081 -4.72990 0.10
O 0.24916 1.47416 5.54974 0.07
C 5.87630 -6.43212 -2.25631 -0.71
H 2.24839 -0.53722 6.39060 0.19
H -0.30070 2.33951 9.20486 0.29
H -4.38232 3.04612 -6.39573 0.36
H -3.42671 -3.00962 -0.35086 0.24
H -3.52465 8.14252 0.61508 0.26
H -2.31399 8.21075 -3.73135 0.27
H -2.01675 6.73761 -4.59588 0.27
H -1.63070 2.81967 8.22076 0.40
H 1.97058 -2.63385 0.03752 -0.06
H -5.81187 2.70109 -2.30045 0.28
H 0.93004 -6.37338 3.85196 0.30
H -1.90195 1.50902 9.40368 0.26
H -0.39539 -2.83817 -2.05219 0.00
H 7.38418 -4.53357 2.04897 0.27
H 3.61812 -1.26725 5.42281 0.40
C -3.68299 2.80189 -5.59686 -0.67
O 1.79473 -2.17907 5.18861 0.18
P -2.33567 0.63170 -5.19960 -0.09
H 1.25849 0.06070 -4.03630 0.13
P -5.32224 -0.25262 -0.91438 0.32
O -0.79738 0.91922 7.79502 -0.25
C 1.09743 1.96018 1.62840 -1.18
H -4.21061 -1.18413 -6.00340 0.39
C -3.77050 -1.54666 -5.07220 -0.95
O 4.91373 -5.93413 -1.33932 -0.37
O -6.68280 -0.56319 -1.35758 -0.77
C 0.77232 2.76406 5.84961 -0.60
H -2.71525 3.24705 -5.82763 0.34
P 5.05563 -4.66010 -0.43038 0.86
H -2.18520 7.22358 -0.11051 0.30
C 1.41243 -2.59504 0.97170 -0.16
H -5.19925 -2.97496 -0.58467 0.42
H -0.29780 -0.72255 -6.30921 0.01
O -1.98818 0.38791 -6.73973 -0.36
H 5.37457 -6.81870 -3.14413 0.26
H -0.45277 -1.49736 4.25862 0.07
C 2.02733 2.72753 -2.94799 -0.07
P 2.40381 -3.64348 5.15519 0.63
O 3.37008 -3.56213 3.88024 -0.22
O 2.05621 -1.83677 -4.55037 -0.72
C -0.83820 -0.31820 -7.16740 -0.42
H -4.12274 -3.25007 -1.95354 0.30
H 4.51282 -2.87354 -3.24425 0.37
C -5.51181 2.30618 -1.33300 -0.79
C 1.23045 -5.92425 4.79351 -0.76
O -5.16309 -0.04076 0.65742 -0.40
H 3.33910 -3.38698 -2.10684 0.26
C -2.61886 7.16099 -3.79013 -0.76
H 0.42064 3.49038 5.11775 0.21
H -0.97554 0.06605 3.72897 0.07
O -1.35769 -0.42401 5.75420 -0.43
H 2.90362 -0.37288 -3.53733 0.46
H 0.74020 1.93067 2.66250 0.36
O 3.04160 1.86151 -2.49812 -0.60
H 1.59181 -1.13686 -2.65698 0.07
H 0.62140 -3.34414 0.93989 0.38
H -3.39197 1.11832 0.48080 -0.10
H 1.86222 2.73949 5.82459 0.24
H 1.34832 2.18479 -3.61833 0.04
C -0.83664 -0.15655 -1.87465 0.63
O -2.34786 1.87215 5.96831 -0.75
H -3.65639 7.19339 -4.12610 0.34
H 2.12163 1.58999 1.59766 0.42
C -3.19425 7.15854 0.28958 -0.64
H 3.14240 3.22111 3.67579 0.13
H 1.38121 3.09184 -2.13369 -0.05
H -0.19098 0.69040 -2.11594 0.32
H -0.15570 0.36269 -7.68138 0.28
H 1.74629 5.26158 4.11235 0.30
O -4.12020 6.70522 -0.71733 -0.44
H 2.21424 -6.26874 5.11684 0.30
O -2.41449 6.53465 -2.54323 -0.32
C -1.03833 -3.26228 -2.82523 -0.30
O -2.64709 -0.81060 -4.59050 0.83
O -1.24231 1.31410 -4.48334 -0.21
H 2.40378 -0.28308 4.67451 0.07
H -0.98691 -3.46829 -4.78989 0.24
C 4.29639 -2.85944 -2.17731 -0.67
O -0.56293 -0.75416 -0.60025 0.55
H -1.85318 0.22565 -1.93044 -0.17
H -3.49748 -2.58799 -5.23377 0.26
H 4.28936 -4.81049 2.58157 0.05
H 4.11650 -1.85298 -1.80282 0.32
H 4.15680 -5.45849 4.26969 0.30
O 3.93704 -4.39706 0.47037 -0.40
O 3.02683 -4.11185 6.40920 -0.79
H -1.04817 -1.09971 -7.89714 0.27
C -4.23411 -2.70059 -1.01571 -1.02
H -1.90875 -2.60068 -2.78954 -0.07
P -1.14731 1.08029 6.25178 0.85
C 3.13058 4.20923 3.19757 -0.52
O -2.80569 4.60113 -1.00387 -0.16
O 0.23270 1.11802 0.86525 0.15
H 0.50368 3.09530 6.85622 0.31
C 2.55318 -1.02437 5.46576 -0.51
P -3.59353 5.71160 -1.84481 1.26
H 2.10733 -2.84371 1.77137 -0.16
H -4.33604 1.23994 2.01996 0.36
H 3.77978 4.90137 3.73931 0.37
C -1.25461 -0.76623 4.37831 -0.37
H -4.56403 -1.46794 -4.32741 0.16
C 4.36823 -4.59561 3.64158 -0.32
H 3.48232 4.06811 2.17771 0.25
H -1.25672 -4.29584 -2.56257 0.45
C -3.99898 0.59189 1.21749 -0.14
H -0.64149 -0.88875 -2.65458 -0.27
O -4.59576 5.16959 -2.77307 -0.78
O -4.76907 1.10303 -1.57649 0.12
H -2.16732 -1.22392 4.00194 0.44
H 2.63823 1.13553 -2.00126 0.38
H -4.85224 2.99602 -0.81232 0.09
H 6.39156 -7.26699 -1.78564 0.27
H 0.96511 2.98950 1.30245 0.28
H 0.60260 -6.27995 5.61364 0.25
C 6.79676 -3.96030 1.33312 -0.57
C 1.87892 -0.74348 -3.63452 -0.43
H 7.55293 -3.24035 0.99549 0.30
O -0.39996 -3.16968 -4.09194 -0.48
P 0.72977 -0.25207 0.18685 -0.26
C -1.19183 1.95033 8.71216 -0.80
H -2.00748 2.73430 -1.25235 -0.17
O 1.15082 -4.50736 4.63909 -0.26
H -2.31908 3.49138 -2.74965 0.10
C -1.96802 3.71156 -1.73954 -0.16
O 0.83298 -1.33197 1.34182 -0.02
O 5.37522 -3.47269 -1.46885 -0.34
O -4.16862 -1.31795 -1.30138 0.57
H -6.43040 2.17699 -0.75823 0.48
H -3.27189 6.48082 1.13753 0.23
H -3.36571 -0.21204 1.59944 0.12
```


Run two
Below is 11 unconnected molecules or ions with the total composition C25H79O32P7, with properties calculated with ωB97M-V with the def2-TZVPD basis set.

Its SMILES is COP(=O)(OC)OC.COP(=O)(OC)OC.COP(=O)(OC)OC.COP(=O)(OC)OC.COP(=O)(OC)OC.COP(=O)(OC)OC.COP(=O)(OC)OC.CO.CO.CO.CO. Its net charge is 0.

```
143
Properties=species:S:1:pos:R:3:mulliken_charge:R:1
O 5.46318 0.23083 -0.17614 -0.52
H -5.83254 0.94911 0.74168 0.31
C -5.33544 1.82884 0.34314 -0.63
O -5.34078 -2.69446 -0.72436 -0.22
O -1.38703 -5.85778 0.84018 -0.83
H 2.68553 -2.25538 0.65790 -0.11
H -2.28383 2.73417 -1.58512 -0.06
H -1.10261 1.38884 -5.70563 0.25
H 3.62775 0.32201 -4.39459 0.40
O 5.82337 -5.01414 -0.04353 -0.73
P 4.31710 1.11342 4.69416 0.59
O -4.84627 4.89094 0.38211 -0.69
H 0.05573 1.92477 1.60947 0.02
H 2.61818 3.96209 4.41539 0.37
O 4.27219 0.45465 3.37889 -0.25
C -6.59613 5.36715 2.77523 -0.74
C 4.06588 0.50180 7.21715 -0.77
O -3.97889 4.43186 -4.88335 -0.35
O 4.30474 -6.22948 1.63621 -0.36
O 5.55354 2.06572 5.00285 -0.33
O -0.98868 -3.66492 -0.46985 0.46
P -4.66914 4.04951 1.58027 0.89
O -3.75304 1.87883 -4.54816 -0.62
H 4.29641 -6.60701 -1.68194 0.41
H 4.41471 -6.16513 3.65555 0.27
C -0.09405 -0.19910 -3.14695 -0.31
P -3.03816 3.15588 -4.67066 0.80
H 3.84876 3.68811 -4.97797 0.26
H -6.07591 -1.76285 -2.40616 0.28
C 0.92812 -0.65150 3.81114 -0.83
C -0.19062 -5.52153 -2.82503 -0.78
H -6.75933 -1.11530 -0.92300 0.31
H 1.68640 2.68769 3.55723 0.03
H -2.38067 -7.26936 -1.74516 0.39
C -6.40070 -2.02534 -1.39886 -0.81
O -3.40337 4.40880 2.47437 -0.48
H -0.60168 2.40771 -7.07593 0.33
C 6.83673 1.49771 5.23812 -0.74
C 0.15527 5.37235 -0.42699 -0.99
C 3.16891 3.62182 -4.13538 -0.73
C -0.94319 2.41384 -6.04323 -0.49
H 3.08391 0.15766 7.53031 0.26
H -7.21870 -2.73768 -1.48735 0.27
C 3.73962 -2.51729 0.71923 -0.11
H -0.71196 -6.27771 -3.40494 0.27
H 3.55506 0.28204 0.67785 -0.02
H 0.03396 -1.24228 3.60585 0.34
H 0.98558 -4.08402 0.24687 0.57
H 0.30851 5.60116 -1.48742 0.27
H 7.01471 1.43588 6.31842 0.28
H 0.32902 -2.54481 0.65585 0.18
H -6.18271 6.16060 2.14421 0.32
H 2.63056 -6.21208 -2.15476 0.01
C 3.92691 0.33613 -3.34882 -0.92
C -2.10071 4.09441 1.98486 -0.12
H 6.96257 0.48760 4.84476 0.32
H -7.62683 5.22496 2.45808 0.26
H 1.06196 -0.19523 1.19342 -0.44
H -2.08672 3.75382 0.94613 -0.20
H 4.28247 -1.73893 1.24711 -0.02
H 0.94108 5.88965 0.13163 0.26
H -6.49385 5.71703 3.80186 0.27
C 2.66302 2.98865 3.93655 -0.47
H -4.06406 -6.81463 -1.49342 0.26
O 0.07398 4.00925 -0.09808 0.01
O 3.04655 2.04661 4.96973 -0.34
H 2.74798 -0.59067 3.04457 0.04
O 0.86862 2.43583 -2.19557 0.05
H -2.20676 0.41302 0.43877 -0.26
O -3.79404 -3.10745 1.18296 -0.20
O -5.69773 -1.36682 1.42956 -0.80
O 3.27680 -5.34625 -0.40967 0.09
H -3.25984 -6.32768 -2.98625 0.25
H 0.84290 -5.39598 -3.14085 0.27
H -1.69007 -1.26208 0.42818 -0.19
H -2.61658 -0.68965 1.77861 0.50
H -0.64109 -4.53487 -2.96862 0.32
P 1.70470 1.72044 -3.16599 -0.24
O 4.23528 0.04612 5.85840 -0.26
H 5.73288 -7.05821 2.86537 0.26
O 3.05883 1.14731 -2.53990 0.22
H 6.11837 0.43321 0.49619 0.30
O -2.03456 3.29914 -5.88742 -0.36
H 2.93626 -7.34764 -0.82498 0.26
H 1.40844 -0.90153 4.75875 0.25
H -1.61962 3.31778 2.58293 0.21
C -3.11732 -6.48078 -1.91698 -0.86
O -0.24844 -5.90007 -1.44811 -0.22
H -4.54766 -3.96919 2.86076 0.27
C -2.67208 3.58754 -2.13773 -0.48
C -2.51217 -0.59750 0.69557 0.14
O -5.87057 4.14559 2.63324 -0.34
H 4.11266 -2.55621 -0.30812 0.54
C -4.47911 -4.20583 1.79829 -0.85
H 4.40665 1.82165 0.74317 0.30
P 4.48491 -5.06345 0.55359 0.43
H -5.04074 3.52900 -6.43332 0.31
H 4.79812 0.03497 7.87677 0.25
H -3.76223 3.49911 -2.15337 0.49
H -4.62794 1.51719 -0.42779 0.13
C 0.49489 1.62369 0.65229 0.68
H -3.86676 -5.10459 1.73483 0.23
C 5.11290 -6.16760 2.81986 -0.72
O 3.99878 -3.77322 1.34238 0.05
H -1.47733 4.98860 2.01148 0.38
O 2.21838 2.57689 -4.41138 -0.22
H 2.63291 4.55804 -3.99687 0.25
H -0.78424 5.89115 -0.19884 0.33
H -0.12170 2.02633 -0.15033 -1.49
H -5.45375 -4.42057 1.36707 0.35
H 4.93091 0.74225 -3.22235 0.31
P -4.69616 -1.97765 0.54333 0.70
H -0.09969 2.80095 -5.46308 0.12
H 0.88350 -2.86435 -0.98010 0.25
O -4.52006 2.50515 1.30383 0.04
H 0.22952 -1.21647 -2.92588 0.20
C -5.10602 4.36476 -5.72701 -0.76
H -5.23190 5.23054 -6.37951 0.28
O -2.13021 3.60803 -3.46516 -0.05
H -6.05828 2.46808 -0.16684 0.43
H 3.96423 -0.68316 -2.96198 0.16
H -1.01662 -0.13705 -3.71641 0.27
H 5.72035 -5.26666 2.86993 0.33
H 3.74646 1.20529 -0.76321 0.01
H 1.50420 2.02976 0.54276 0.44
H 7.63471 2.13149 4.85649 0.28
O 0.46793 0.20604 0.53125 1.28
H 3.34240 2.96398 3.08483 0.24
C 0.33561 -3.29208 -0.13822 -1.10
O 1.85037 -0.79494 2.72670 0.04
C 4.27071 0.91850 0.14641 0.15
H -6.01741 4.23654 -5.14307 0.27
P -1.32500 -5.21781 -0.47318 0.65
H -2.48038 4.53236 -1.63809 0.19
O -3.66756 -0.94258 -0.07752 0.15
O -2.69318 -5.27396 -1.29493 -0.13
H 0.56224 0.38865 3.84907 0.13
H 0.36757 3.52730 -0.90421 0.32
H 4.20689 1.57719 7.30249 0.37
H -0.27089 0.22854 -2.15687 -0.11
C 3.28085 -6.44078 -1.31870 -0.60
H 3.71837 3.38540 -3.22451 0.26
O 0.97329 0.47603 -3.82877 -0.28
```


run two is the most stable structure; the next one sits 0.412 eV above it.